C15H17N | ωB97M-V/def2-TZVPD

The value obtained for the highest occupied orbital energy is -8.82 eV. As for the multiplicity: 1.

XYZ file:
```
33
C15H17N, DFT ωB97M-V/def2-TZVPD
N 2.1655 0.1357 0.3131
C 1.8934 0.5262 1.8269
C 0.4479 0.6151 2.1040
C -0.1268 -0.7403 1.6785
C 0.2359 -1.8502 2.4098
C -0.5221 -3.0330 2.0290
C -1.6385 -2.9745 1.1943
C -1.8723 -1.7477 0.4931
C -1.1168 -0.6535 0.5897
C -1.5824 0.7861 0.0750
C -0.5949 1.0447 -1.1302
C 0.0002 0.0664 -1.9308
C 0.9305 0.4491 -2.9890
C 1.0422 1.8129 -3.2760
C 0.4168 2.7029 -2.5237
C -0.4181 2.3957 -1.3716
H 1.7212 0.8359 -0.3489
H 1.6796 -0.8074 0.2256
H 2.2691 1.6429 1.9255
H 2.3652 -0.0721 2.5919
H 0.0868 1.5337 1.6249
H 0.2780 0.6000 3.1757
H 1.1006 -1.8680 3.0419
H -0.0837 -4.0871 2.2960
H -2.1867 -4.0282 1.0542
H -2.9659 -1.5190 0.0430
H -2.7695 0.9328 -0.1100
H -1.4626 1.4470 0.9741
H -0.1504 -1.0221 -1.8527
H 1.3555 -0.1375 -3.7580
H 1.3438 2.2618 -4.4903
H 0.3844 3.7134 -3.0188
H -0.6934 3.2250 -0.6401
```



C19H16Cl2N8O3Sn | ωB97M-V/def2-TZVPD

The value obtained for the highest occupied orbital energy is -7.38 eV. As for the multiplicity: 1.

XYZ file:
```
49
C19H16Cl2N8O3Sn, DFT ωB97M-V/def2-TZVPD
Sn 0.5090 0.4666 0.0962
Cl 2.8466 -3.0429 -3.0385
C 1.6853 -1.9131 -3.6666
C 1.5005 -1.8460 -5.0544
C 0.5820 -0.9898 -5.5850
Cl 0.3771 -0.9235 -7.3138
C -0.2013 -0.1664 -4.7420
C -1.1936 0.7235 -5.2100
C -1.9020 1.4776 -4.3201
C -1.6235 1.3437 -2.9470
N -0.7198 0.5242 -2.4724
C 0.0025 -0.2347 -3.3400
C 0.9813 -1.1233 -2.7640
O 1.1674 -1.1914 -1.4799
H 2.0929 -2.4799 -5.7000
H -1.3816 0.7919 -6.2731
H -2.6672 2.1678 -4.6509
H -2.1715 1.9397 -2.2200
N -0.5939 -3.0035 -0.2501
C -1.6768 -2.2695 0.0167
N -2.8175 -2.9429 0.1811
C -3.8981 -2.2082 0.3863
N -5.0692 -2.8426 0.5503
N -3.9239 -0.8648 0.4364
C -2.7512 -0.2864 0.3116
N -1.5749 -0.9034 0.1165
C -2.7687 1.2012 0.4150
C -3.9653 1.8897 0.5442
C -3.9205 3.2687 0.6632
C -2.6924 3.9095 0.6607
C -1.5490 3.1399 0.5261
N -1.5957 1.8204 0.3953
H -0.7816 -3.9755 -0.4312
H 0.1684 -2.5456 -0.7828
H -5.0831 -3.8454 0.5746
H -5.8891 -2.3100 0.7734
H -4.8948 1.3410 0.5556
H -4.8351 3.8373 0.7668
H -2.6165 4.9828 0.7676
H -0.5601 3.5844 0.5243
N 1.5473 -1.4307 1.3772
C 0.9381 -1.4797 2.7147
C 0.6102 -0.0664 3.2224
O 0.6293 0.1354 4.4228
O 0.2888 0.7728 2.2933
H 1.5110 -2.3293 0.9169
H 2.5323 -1.1929 1.4605
H 1.5690 -1.9767 3.4473
H -0.0095 -2.0177 2.6512
```



C4H47BO23 | ωB97M-V/def2-TZVPD

The value obtained for the highest occupied orbital energy is -10.13 eV. As for the multiplicity: 1.

XYZ file:
```
75
C4H47BO23, DFT ωB97M-V/def2-TZVPD
O -1.6416 -2.9533 -2.2568
B -0.4508 -2.4421 -1.4891
O -0.4543 -2.7032 -0.0366
O 0.6145 -1.7859 -2.2692
C 0.8153 -0.3806 -1.8841
C -0.4292 0.6855 -2.2183
C -0.5813 1.2989 -0.7052
O 0.2090 0.6067 0.3628
C 1.3471 -0.0517 -0.3326
H -1.3506 -3.9079 -2.4792
H -1.3724 -2.5371 0.3532
H 1.8107 -0.1171 -2.4882
H -1.4654 0.2408 -2.5338
H -0.0255 1.4043 -3.0785
H -0.4071 2.4781 -0.6661
H -1.7448 1.1673 -0.4871
H 1.7215 -1.0208 0.2536
H 2.1107 0.8472 -0.4413
O -2.3911 -0.4234 2.4477
H -1.7812 0.0177 3.0581
H -1.8922 -0.4804 1.6189
O -4.8358 1.2169 2.3636
H -4.1975 0.4946 2.2639
H -5.3383 0.9774 3.1567
O -3.9105 1.8059 -0.9397
H -4.6960 2.2079 -1.3404
H -4.0474 1.9234 0.0124
O -0.7636 -0.9071 -5.5355
H -1.6736 -1.2015 -5.3798
H -0.2988 -1.1409 -4.7180
O 3.9958 0.1307 -2.5347
H 4.4824 -0.6917 -2.3736
H 3.9665 0.1999 -3.5008
O 3.1887 -2.7531 1.1412
H 2.2555 -2.9062 0.9296
H 3.1906 -2.6061 2.0990
O -0.6414 3.0412 2.0558
H -0.2701 2.3517 1.4850
H -0.0795 3.0196 2.8449
O 5.3528 -1.3434 -4.1387
H 4.9361 -1.4439 -5.0079
H 5.2054 -2.1989 -3.7081
O -0.8527 -2.6456 3.7001
H -1.6725 -2.1695 3.4990
H -1.0411 -3.0920 4.5393
O -4.2819 -0.1940 5.1776
H -3.6721 0.2471 5.7881
H -3.7831 -0.2510 4.3488
O 0.1658 5.8449 0.4588
H -0.2509 5.7444 -0.4103
H 0.0184 4.9895 0.8895
O 1.6902 0.5163 -6.3473
H 0.7801 0.2219 -6.1916
H 2.1549 0.2824 -5.5298
O 6.0451 0.3150 -0.4032
H 5.6284 0.2145 -1.2723
H 5.8976 -0.5405 0.0275
O 0.4347 6.3876 3.2859
H 0.9214 5.5652 3.4470
H 0.4054 6.4569 2.3198
O -5.9494 -1.8670 3.5405
H -5.5597 -1.3439 4.2572
H -6.8775 -1.9661 3.8009
O -8.6034 -0.7403 3.2667
H -8.8094 -0.2241 4.0606
H -9.0646 -0.2703 2.5558
O 6.9222 -1.3046 1.8114
H 7.1623 -1.8816 2.5521
H 7.3535 -0.4626 2.0213
O 3.0282 -0.3482 2.9856
H 3.6380 0.0929 3.5961
H 3.5271 -0.4052 2.1568
O 2.3896 -2.2198 -6.0205
H 2.3259 -3.1273 -5.6868
H 1.4667 -1.9445 -6.1279
```



Number 1: lowest unoccupied orbital energy 0.7 eV, orbital gap 9.51 eV, E_tot -17316.136 eV. Number 2: lowest unoccupied orbital energy -0.6 eV, orbital gap 6.73 eV, E_tot -68906.848 eV. Number 3: lowest unoccupied orbital energy -0.2 eV, orbital gap 9.89 eV, E_tot -52679.888 eV.